Record 1
{"formula": "C2H6FInO2", "method": "the ωB97M-V functional and the def2-TZVPD basis", "elements": ["In", "F", "C", "C", "O", "O", "H", "H", "H", "H", "H", "H"], "coordinates": [[-2.429, -1.621, 0.014], [-0.667, -3.402, -1.583], [0.815, -0.165, -0.242], [0.211, 1.193, 0.257], [-1.178, 1.140, -0.032], [0.368, -1.115, 0.759], [1.893, -0.005, -0.283], [0.366, -0.433, -1.198], [0.816, 1.979, -0.196], [0.405, 1.244, 1.329], [-1.517, 1.994, -0.310], [0.916, -0.808, 1.486]], "mulliken_charge": [1.355, -0.189, -0.525, -0.110, -0.353, -0.279, 0.377, 0.319, 0.388, 0.309, 0.330, 0.377], "molar_mass_da": 195.9, "total_charge": 2, "e_lumo_ha": -0.581, "homo_energy_ev": -19.9, "spin_multiplicity": 1, "orbital_gap_ev": 4.09, "energy_ha": -519.276399, "relative_energy_kj_mol": 365.7}

Record 2
{"formula": "C2H4HgMgO", "method": "the ωB97M-V functional and the def2-TZVPD basis", "elements": ["O", "Mg", "C", "C", "H", "H", "H", "Hg", "H"], "coordinates": [[-1.114, -0.411, 0.648], [-1.539, 1.682, 0.289], [-0.016, -1.221, 0.508], [1.043, -1.190, 1.540], [-0.054, -1.961, -0.300], [0.769, -0.792, 2.527], [1.728, -2.043, 1.491], [-2.544, -1.714, 1.745], [1.380, -0.280, 0.752]], "mulliken_spin": [-0.064, 1.065, -0.004, 0.022, 0.010, 0.002, 0.002, 0.963, 0.004], "molar_mass_da": 268.9, "total_charge": 2, "e_lumo_ha": [-0.362, -0.436], "homo_energy_ev": [-15.9, -20.9], "spin_multiplicity": 3, "orbital_gap_ev": [6.03, 9.03], "energy_ha": -506.569421, "relative_energy_kj_mol": 0.0}

Record 3
{"formula": "C21H33N3O3", "method": "the ωB97M-V functional and the def2-TZVPD basis", "elements": ["C", "C", "O", "C", "C", "H", "H", "C", "N", "C", "O", "N", "C", "C", "C", "C", "C", "C", "H", "H", "C", "C", "H", "H", "H", "H", "H", "H", "H", "H", "C", "C", "H", "H", "C", "N", "C", "O", "C", "H", "H", "H", "C", "C", "H", "H", "H", "H", "H", "H", "H", "H", "H", "H", "H", "H", "H", "H", "H", "H"], "coordinates": [[1.709, -2.872, -3.251], [0.422, -2.129, -3.606], [0.505, -0.727, -3.476], [0.695, -0.278, -2.153], [0.364, 1.211, -2.105], [-0.663, 1.334, -2.447], [1.012, 1.729, -2.814], [0.537, 1.862, -0.723], [-0.304, 1.307, 0.317], [-0.050, 0.147, 1.017], [-0.878, -0.339, 1.763], [1.201, -0.387, 0.834], [1.648, -1.670, 1.161], [2.918, -2.039, 0.719], [3.416, -3.298, 0.988], [2.668, -4.223, 1.705], [1.404, -3.846, 2.141], [0.893, -2.589, 1.881], [-0.087, -2.311, 2.230], [0.805, -4.549, 2.702], [3.191, -5.608, 1.957], [2.780, -6.551, 0.824], [3.154, -7.555, 1.009], [3.179, -6.200, -0.125], [1.696, -6.594, 0.744], [4.280, -5.585, 2.028], [2.794, -5.986, 2.901], [4.403, -3.565, 0.637], [3.518, -1.333, 0.161], [1.862, 0.143, 0.290], [-1.540, 2.001, 0.658], [-1.269, 3.303, 1.422], [-0.657, 3.094, 2.301], [-0.734, 4.016, 0.789], [-2.603, 3.920, 1.853], [-3.433, 4.157, 0.696], [-3.750, 5.360, 0.158], [-4.357, 5.448, -0.893], [-3.342, 6.591, 0.942], [-3.703, 7.463, 0.403], [-3.786, 6.582, 1.935], [-2.260, 6.657, 1.031], [-3.737, 2.946, -0.038], [-2.449, 2.288, -0.538], [-2.693, 1.360, -1.055], [-1.965, 2.968, -1.241], [-4.379, 3.223, -0.876], [-4.277, 2.259, 0.622], [-2.433, 4.844, 2.403], [-3.124, 3.217, 2.514], [-2.066, 1.316, 1.332], [1.592, 1.835, -0.428], [0.277, 2.918, -0.820], [0.036, -0.838, -1.474], [1.739, -0.448, -1.849], [0.177, -2.290, -4.659], [-0.404, -2.512, -2.987], [1.906, -2.830, -2.182], [1.614, -3.914, -3.541], [2.550, -2.434, -3.784]], "mulliken_charge": [-0.915, -0.217, -0.431, -0.397, -0.399, 0.194, 0.341, -1.388, 0.304, 0.705, -0.719, -0.035, 0.787, -0.522, -0.687, 0.711, -0.790, -0.605, 0.528, 0.368, -1.080, -1.076, 0.371, 0.309, 0.322, 0.348, 0.360, 0.360, 0.329, 0.035, -0.847, -0.336, 0.362, 0.223, -1.098, 0.123, 1.156, -0.655, -1.359, 0.337, 0.349, 0.320, -1.335, -0.259, 0.389, 0.266, 0.480, 0.404, 0.574, 0.257, 0.355, 0.741, 0.418, 0.451, 0.111, 0.351, 0.302, 0.121, 0.409, 0.278], "molar_mass_da": 375.5, "e_lumo_ha": 0.022, "homo_energy_ev": -8.2, "spin_multiplicity": 1, "orbital_gap_ev": 8.79, "energy_ha": -1210.037779, "relative_energy_kj_mol": 64.7}

Record 4
{"formula": "C3H5NO2", "method": "the ωB97M-V functional and the def2-TZVPD basis", "elements": ["N", "C", "C", "O", "C", "O", "H", "H", "H", "H", "H"], "coordinates": [[1.260, -0.205, 1.205], [-0.366, -0.136, -1.159], [-0.759, -0.667, 0.206], [-0.145, 0.035, 1.265], [-0.428, 1.153, -1.414], [-0.470, 2.302, -1.620], [1.548, 0.007, 2.158], [1.627, 0.558, 0.633], [0.072, -0.767, -1.924], [-1.830, -0.547, 0.392], [-0.509, -1.733, 0.258]], "mulliken_charge": [-0.554, -0.723, -0.200, -0.233, 0.745, -0.381, 0.260, 0.240, 0.308, 0.262, 0.277], "molar_mass_da": 87.1, "e_lumo_ha": 0.029, "homo_energy_ev": -9.2, "spin_multiplicity": 1, "orbital_gap_ev": 9.97, "energy_ha": -322.447109, "relative_energy_kj_mol": 334.0}